Entry w
C5H10OS2 | ωB97M-V/def2-TZVPD

## Properties
- Highest occupied orbital energy: -8.91 eV
- Kohn-Sham gap: 9.16 eV

Structure (ORCA input):
```
! wB97M-V def2-TZVPD RIJCOSX def2/J DEFGRID3
* xyz 0 1
C 0.376 -1.894 -0.807
C 0.574 -0.504 -0.382
C -0.017 0.737 -1.148
C -0.678 0.361 0.180
C -0.615 1.194 1.338
H 0.072 -2.472 0.089
H 1.348 -2.326 -1.202
H -0.369 -1.973 -1.380
H 3.042 -0.880 -0.048
H -0.895 0.778 -1.933
H 1.321 1.976 -0.470
H -1.061 2.378 0.787
H 0.672 1.208 2.018
H -1.583 0.697 2.369
H -2.534 -0.630 1.396
O 0.701 1.961 -1.365
S 1.920 -0.251 0.652
S -2.274 -0.360 -0.093
*
```



Entry x
C5H10OS2 | ωB97M-V/def2-TZVPD

## Properties
- Highest occupied orbital energy: -9.07 eV
- Kohn-Sham gap: 9.85 eV

Structure (ORCA input):
```
! wB97M-V def2-TZVPD RIJCOSX def2/J DEFGRID3
* xyz 0 1
C -2.273 0.949 1.144
C -3.426 1.460 0.331
O -4.014 2.474 0.628
C -1.331 0.059 0.365
S -0.414 0.835 -1.036
S 1.471 0.700 -0.524
C 2.127 -0.933 -1.082
C 3.422 -1.209 -0.373
H -1.811 1.783 1.675
H -2.712 0.415 2.002
H -3.762 0.916 -0.571
H -1.921 -0.757 -0.064
H -0.572 -0.416 0.985
H 2.332 -0.840 -2.144
H 1.383 -1.668 -0.784
H 3.766 -2.230 -0.524
H 3.512 -0.993 0.693
H 4.223 -0.544 -0.724
*
```



Entry y
C5H10OS2 | ωB97M-V/def2-TZVPD

## Properties
- Highest occupied orbital energy: -9.06 eV
- Kohn-Sham gap: 9.67 eV

Structure (ORCA input):
```
! wB97M-V def2-TZVPD RIJCOSX def2/J DEFGRID3
* xyz 0 1
C 1.280 -0.643 0.508
C -0.180 -0.050 -1.358
C -0.133 -0.181 0.162
C -1.142 -1.233 0.631
C -0.440 1.164 0.821
O 0.853 2.362 -1.834
S 2.504 0.393 -0.365
S 1.234 0.969 -2.000
H 1.493 -0.546 1.570
H 1.446 -1.677 0.201
H -0.082 -1.023 -1.841
H -1.087 0.443 -1.702
H -2.152 -0.926 0.373
H -1.085 -1.352 1.710
H -0.945 -2.198 0.167
H -1.448 1.485 0.568
H 0.251 1.934 0.489
H -0.367 1.080 1.903
*
```



entry y is preferred energetically. Next in line: 0.329 eV higher.



Entry w
C11H16N3O | ωB97M-V/def2-TZVPD

## Properties
- Highest occupied orbital energy (spin up / spin down): -11.27 / -11.27 eV
- Kohn-Sham gap (spin up / spin down): 6.57 / 6.57 eV

Structure (ORCA input):
```
! wB97M-V def2-TZVPD RIJCOSX def2/J DEFGRID3
* xyz 1 1
C 0.225 0.761 1.103
C 0.681 -1.176 -1.090
C -0.797 0.049 0.545
C -2.215 0.023 0.817
C -0.569 -0.902 -0.520
C -2.763 -0.889 -0.032
C 1.561 0.568 0.683
C 1.770 -0.509 -0.615
C -2.917 0.851 1.833
C -4.168 -1.331 -0.197
C 3.428 -1.523 -1.963
N 2.566 1.137 1.228
N -1.755 -1.430 -0.831
N 2.916 3.044 0.479
O 3.033 -0.588 -0.970
H 0.054 1.466 1.902
H 0.752 -1.891 -1.898
H -2.783 1.910 1.619
H -2.518 0.657 2.828
H -3.979 0.629 1.833
H -4.224 -2.209 -0.836
H -4.771 -0.541 -0.645
H -4.607 -1.576 0.768
H 4.506 -1.421 -2.056
H 2.953 -1.298 -2.921
H 3.179 -2.542 -1.658
H 3.471 0.819 0.894
H -1.919 -2.128 -1.541
H 2.483 3.222 -0.418
H 3.913 3.214 0.446
H 2.493 3.601 1.211
*
```



Entry x
C11H16N3O | ωB97M-V/def2-TZVPD

## Properties
- Highest occupied orbital energy: -12.69 eV
- Kohn-Sham gap: 8.73 eV

Structure (ORCA input):
```
! wB97M-V def2-TZVPD RIJCOSX def2/J DEFGRID3
* xyz 1 1
C -0.652 -2.021 -2.970
C -0.834 -2.710 -1.815
C -0.278 -0.642 -3.039
C -0.748 -2.064 -0.547
C -0.125 -0.062 -1.782
C -0.415 -0.703 -0.550
C -1.615 0.886 1.326
C -2.805 0.715 0.567
C 2.341 3.005 0.800
C 1.629 -1.282 1.503
C -0.366 0.063 0.755
N 1.294 2.035 0.859
N 0.481 1.736 0.024
N 0.430 -0.459 1.755
O -1.476 1.583 2.310
H -0.749 -2.654 -3.745
H -1.077 -3.716 -1.916
H 0.115 -0.226 -3.926
H -1.102 -2.679 0.362
H 0.029 1.004 -1.754
H -3.531 1.493 0.766
H -3.230 -0.362 0.599
H -2.457 0.754 -0.464
H 2.252 3.774 1.665
H 2.310 3.658 -0.107
H 3.314 2.503 0.695
H 2.555 -0.744 1.849
H 1.489 -2.265 2.073
H 1.847 -1.373 0.318
H 1.337 1.325 1.724
H 0.034 -0.571 2.665
*
```



entry w is preferred energetically. Next in line: 2.508 eV higher.



Entry w
C35H29Cl4NO8PS3Y | ωB97M-V/def2-TZVPD

## Properties
- Highest occupied orbital energy: -2.14 eV
- Kohn-Sham gap: 6.27 eV

Structure (ORCA input):
```
! wB97M-V def2-TZVPD RIJCOSX def2/J DEFGRID3
* xyz -2 1
Y -0.487 0.083 0.118
O -2.133 -3.814 -0.553
C -1.917 -2.467 -0.178
O -0.812 -1.936 -0.628
C -3.192 -1.705 -0.549
O -3.009 -0.296 -0.343
C -3.267 0.495 -1.517
C -2.131 0.411 -2.544
O -2.425 0.310 -3.735
O -0.956 0.472 -2.026
H -1.267 -4.226 -0.464
H -3.383 -1.918 -1.604
H -4.023 -2.068 0.056
H -4.204 0.199 -1.978
H -3.337 1.526 -1.171
Cl -4.192 5.744 2.160
C -3.410 4.186 2.126
C -3.712 3.223 3.074
Cl -4.887 3.557 4.319
C -3.072 1.969 3.029
Cl -3.403 0.749 4.219
C -2.112 1.668 2.065
O -1.449 0.552 1.998
C -1.814 2.662 1.078
O -0.894 2.351 0.202
C -2.463 3.892 1.126
Cl -2.010 5.078 -0.063
C 1.048 -2.162 -3.863
C 2.146 -1.299 -3.237
C 1.980 0.158 -3.679
C 2.142 -1.516 -1.695
C 3.303 -2.364 -1.175
O 4.174 -1.403 -0.518
C 3.424 -0.280 -0.362
N 2.292 -0.246 -0.931
C 4.088 0.763 0.465
C 5.481 0.670 0.588
C 6.185 1.573 1.359
C 5.494 2.567 2.047
C 4.119 2.653 1.932
C 3.382 1.776 1.130
P 1.523 2.003 0.928
C 1.622 3.603 0.020
C 1.374 3.524 -1.354
C 1.457 4.650 -2.159
C 1.778 5.882 -1.601
C 2.025 5.973 -0.238
C 1.952 4.839 0.566
C 1.107 2.404 2.680
C 1.478 1.468 3.651
C 1.064 1.607 4.967
C 0.263 2.682 5.338
C -0.118 3.613 4.386
C 0.301 3.473 3.065
H 1.051 -2.070 -4.954
H 0.068 -1.840 -3.493
H 1.174 -3.221 -3.606
H 3.116 -1.649 -3.605
H 1.001 0.543 -3.378
H 2.046 0.215 -4.771
H 2.753 0.803 -3.255
H 1.200 -1.981 -1.408
H 3.870 -2.851 -1.965
H 2.982 -3.089 -0.431
H 5.997 -0.130 0.073
H 7.263 1.496 1.439
H 6.028 3.269 2.678
H 3.590 3.413 2.497
H 1.077 2.572 -1.785
H 1.246 4.569 -3.220
H 1.823 6.769 -2.224
H 2.266 6.931 0.209
H 2.151 4.936 1.624
H 2.056 0.596 3.369
H 1.338 0.851 5.694
H -0.087 2.775 6.361
H -0.774 4.435 4.654
H -0.048 4.184 2.327
S 0.135 -3.992 3.311
C -0.226 -2.727 2.273
S 0.970 -1.637 1.681
S -1.930 -2.513 1.821
*
```



Entry x
C35H29Cl4NO8PS3Y | ωB97M-V/def2-TZVPD

## Properties
- Highest occupied orbital energy: -1.78 eV
- Kohn-Sham gap: 5.70 eV

Structure (ORCA input):
```
! wB97M-V def2-TZVPD RIJCOSX def2/J DEFGRID3
* xyz -2 1
Y 0.459 -0.370 0.134
O -0.076 3.149 3.734
C -0.028 2.531 2.543
O 0.967 1.980 2.158
C -1.315 2.655 1.754
O -1.264 1.880 0.589
C -1.553 2.600 -0.687
C -0.456 3.393 -1.245
O -0.075 5.602 -0.171
O 1.307 1.833 -0.538
H 0.763 2.994 4.200
H -2.131 2.309 2.406
H -1.481 3.719 1.531
H -1.781 1.709 -1.296
H -2.457 3.201 -0.530
Cl 7.201 -1.926 0.639
C 5.619 -1.659 0.000
C 5.349 -1.941 -1.322
Cl 6.595 -2.540 -2.357
C 4.064 -1.719 -1.821
Cl 3.726 -2.050 -3.487
C 3.027 -1.224 -1.033
O 1.825 -1.025 -1.479
C 3.324 -0.890 0.345
O 2.390 -0.366 1.076
C 4.613 -1.137 0.813
Cl 4.962 -0.746 2.460
C -0.579 4.862 -1.334
C 0.773 2.658 -1.618
C 1.926 3.564 -2.073
C 0.581 1.565 -2.728
C 0.155 2.142 -4.092
O -0.829 1.247 -4.563
C -1.128 0.412 -3.508
N -0.413 0.564 -2.451
C -2.169 -0.547 -3.736
C -2.645 -0.685 -5.053
C -3.581 -1.635 -5.378
C -4.050 -2.504 -4.398
C -3.604 -2.372 -3.097
C -2.690 -1.386 -2.729
P -2.273 -1.160 -0.955
C -3.899 -0.552 -0.324
C -5.131 -0.722 -0.949
C -6.291 -0.289 -0.330
C -6.242 0.351 0.897
C -5.015 0.568 1.502
C -3.857 0.112 0.899
C -2.380 -2.919 -0.464
C -1.634 -3.824 -1.219
C -1.602 -5.156 -0.866
C -2.285 -5.591 0.259
C -3.006 -4.692 1.023
C -3.060 -3.356 0.665
H 0.216 4.937 0.462
H -1.635 5.158 -1.429
H -0.034 5.276 -2.188
H 1.492 2.400 0.229
H 1.728 4.001 -3.047
H 2.832 2.962 -2.131
H 2.080 4.365 -1.353
H 1.545 1.044 -2.776
H 0.968 2.200 -4.819
H -0.309 3.131 -3.955
H -2.252 -0.022 -5.808
H -3.942 -1.722 -6.395
H -4.766 -3.276 -4.646
H -3.970 -3.060 -2.346
H -5.205 -1.200 -1.913
H -7.249 -0.458 -0.807
H -7.157 0.670 1.379
H -4.963 1.080 2.452
H -2.904 0.238 1.391
H -1.063 -3.465 -2.068
H -1.023 -5.855 -1.455
H -2.235 -6.631 0.552
H -3.508 -5.022 1.920
H -3.598 -2.650 1.283
S -0.977 -3.501 3.556
C -0.466 -2.466 2.375
S 0.494 -2.963 1.042
S -0.919 -0.793 2.394
*
```



entry w is preferred energetically. Next in line: 2.717 eV higher.